130
Properties=species:S:1:pos:R:3 method="wB97M-V/def2-TZVPD" gap_ev=6.511 charge=+1 spin_multiplicity=1
C -8.765 -0.074 0.462
C -7.536 0.634 0.694
C -7.072 0.767 2.166
C -6.882 -0.435 2.994
N -6.495 0.033 4.300
C -6.462 1.403 4.195
C -6.091 2.185 5.502
C -7.325 2.827 6.274
C -8.712 2.675 5.513
O -9.217 1.328 5.576
C -10.365 1.133 4.809
C -10.832 2.032 3.617
O -11.029 0.158 5.065
N -6.771 1.918 2.951
C -6.824 3.314 2.479
C -5.729 4.260 3.103
O -6.068 5.238 3.707
I -3.624 3.821 2.946
H -8.707 -1.206 0.516
H -9.751 0.427 0.279
H -6.967 1.049 -0.187
H -7.032 -1.504 2.704
H -6.314 -0.552 5.114
H -5.264 2.909 5.270
H -5.636 1.419 6.204
H -7.397 2.512 7.358
H -7.141 3.946 6.313
H -9.439 3.334 6.085
H -8.550 3.077 4.478
H -11.042 3.107 3.905
H -10.060 2.096 2.783
H -11.766 1.621 3.138
H -7.862 3.736 2.647
H -6.647 3.288 1.363
C -3.061 -0.388 -2.523
C -2.530 0.785 -2.866
C -2.520 1.926 -1.928
O -2.037 2.996 -2.238
C -3.120 1.716 -0.590
C -3.652 0.544 -0.247
C -3.662 -0.599 -1.188
O -4.146 -1.669 -0.872
H -3.076 -1.233 -3.199
H -2.085 0.955 -3.838
H -3.103 2.562 0.086
H -4.096 0.373 0.727
C -1.301 -3.416 -1.553
C -1.122 -4.735 -1.548
C 0.097 -5.347 -2.126
O 0.260 -6.552 -2.123
C 1.107 -4.436 -2.707
C 0.927 -3.116 -2.712
C -0.288 -2.508 -2.136
O -0.446 -1.295 -2.142
H -2.186 -2.952 -1.136
H -1.851 -5.416 -1.126
H 1.991 -4.899 -3.124
H 1.654 -2.429 -3.132
C 2.882 0.871 2.038
C 2.857 -0.404 1.650
C 1.935 -0.865 0.587
O 1.908 -2.026 0.234
C 1.046 0.145 -0.029
C 1.073 1.420 0.359
C 1.992 1.880 1.421
O 2.015 3.044 1.773
H 3.548 1.226 2.814
H 3.502 -1.155 2.091
H 0.377 -0.209 -0.805
H 0.427 2.171 -0.081
C 3.536 -7.082 -2.194
C 3.715 -8.402 -2.189
C 4.933 -9.014 -2.767
O 5.097 -10.216 -2.764
C 5.945 -8.102 -3.349
C 5.765 -6.782 -3.354
C 4.547 -6.171 -2.777
O 4.383 -4.965 -2.779
H 2.652 -6.619 -1.778
H 2.986 -9.082 -1.767
H 6.830 -8.565 -3.767
H 6.494 -6.103 -3.776
C 1.572 1.798 -5.039
C 1.720 0.928 -4.042
C 2.718 -0.162 -4.117
O 2.851 -0.957 -3.205
C 3.544 -0.249 -5.339
C 3.396 0.621 -6.336
C 2.400 1.710 -6.264
O 2.265 2.505 -7.172
H 0.847 2.602 -5.003
H 1.124 0.977 -3.139
H 4.269 -1.052 -5.375
H 3.993 0.571 -7.238
C 9.421 -6.867 -0.253
C 8.884 -7.060 -1.456
C 9.263 -6.215 -2.611
O 8.772 -6.388 -3.710
C 10.263 -5.149 -2.377
C 10.800 -4.955 -1.174
C 10.421 -5.801 -0.019
O 10.911 -5.627 1.077
H 9.155 -7.475 0.603
H 8.153 -7.836 -1.644
H 10.528 -4.541 -3.233
H 11.532 -4.180 -0.986
C 6.153 4.968 -2.833
C 6.129 3.705 -3.256
C 5.197 3.269 -4.320
O 5.176 2.113 -4.703
C 4.294 4.291 -4.897
C 4.318 5.554 -4.474
C 5.250 5.990 -3.410
O 5.274 7.140 -3.025
H 6.827 5.304 -2.055
H 6.783 2.946 -2.846
H 3.620 3.957 -5.675
H 3.665 6.313 -4.885
C 1.041 4.682 4.508
C 1.563 5.858 4.165
C 1.535 7.011 5.094
O 2.009 8.083 4.782
C 0.906 6.805 6.419
C 0.384 5.628 6.761
C 0.412 4.476 5.831
O -0.063 3.401 6.144
H 1.053 3.829 3.841
H 2.028 6.025 3.201
H 0.895 7.657 7.086
H -0.081 5.460 7.725